Record 1
A structure of composition C2H5N3Si, computed with ωB97M-V/def2-TZVPD.

The orbital gap (spin up / spin down) is 7.086 / 6.288 eV. As for the expectation value of S²: 2.020. As for the spin multiplicity: 3. The calculation puts the LUMO energy (spin up / spin down) at 0.002 / -2.244 eV. Its total charge is 0. For the HOMO energy (spin up / spin down), the calculation gives -7.08 / -8.53 eV. The total energy comes out at -14495.9400 eV.

Positions of all 11 atoms, in Å:
1 C -2.5623 0.0232 0.1307
2 C -0.5960 1.1357 -0.6383
3 N -1.7967 0.9894 -0.3004
4 N -1.9205 -1.0718 0.2482
5 N -0.7589 -1.4194 0.1657
6 Si 0.8524 -0.7365 -0.0232
7 H -3.6460 0.1409 0.0627
8 H 0.0218 1.9690 -0.7364
9 H 1.7775 0.3205 -0.6480
10 H 0.9979 -1.9211 -0.8063
11 H 1.0757 -0.6623 1.4333

Record 2
The ion C3H6NOS with charge -1, computed with ωB97M-V/def2-TZVPD.

The energy above the lowest of the compared OMol25 structures with the same formula, charge and spin comes out at 2.236 eV. The orbital gap is 6.916 eV. The SMILES is N[C@@H](C=O)C[S-]. The calculation puts the LUMO energy at 4.109 eV. Its total charge is -1. For the HOMO energy, the calculation gives -2.81 eV. The total energy comes out at -17580.8288 eV.

Positions of all 12 atoms, in Å:
1 N -0.7719 1.3327 -0.0935
2 C -0.1625 -0.0702 -0.4389
3 C 1.2434 -0.0148 -0.8190
4 O 1.7255 0.9680 -1.3379
5 C -0.4953 -1.0572 0.7730
6 S 0.8488 -0.6771 1.9950
7 H -0.4996 2.1531 -0.5333
8 H -0.7205 1.4456 0.8440
9 H -0.8159 -0.3367 -1.4020
10 H 1.8166 -0.8584 -0.7377
11 H -1.5401 -0.7809 1.2331
12 H -0.6285 -2.1039 0.5173

Record 3
A structure of composition C18H22BrDyN3O7, computed with ωB97M-V/def2-TZVPD.

The energy above the lowest of the compared OMol25 structures with the same formula, charge and spin comes out at 0.000 eV. The orbital gap (spin up / spin down) is 8.600 / 8.619 eV. As for the expectation value of S²: 9.332. As for the spin multiplicity: 6. The calculation puts the LUMO energy (spin up / spin down) at -2.762 / -2.744 eV. Its total charge is +1. For the HOMO energy (spin up / spin down), the calculation gives -11.36 / -11.36 eV. The total energy comes out at -131945.7029 eV.

Positions of all 52 atoms, in Å:
1 Dy 0.0067 0.3076 0.1691
2 C -2.4906 0.7817 1.9502
3 O -2.2110 0.7414 0.5309
4 C -3.2048 0.0722 -0.2747
5 C -2.7708 0.1925 -1.7370
6 O -1.3467 0.0259 -1.7491
7 C -0.8176 -0.3129 -3.0331
8 C 0.6940 -0.2765 -2.9445
9 O 1.0975 -0.7055 -1.6156
10 C 2.4681 -1.0828 -1.4924
11 H -2.6441 -0.2124 2.3912
12 H -3.3946 1.4146 2.1141
13 H -1.6327 1.3137 2.3879
14 H -4.1634 0.5701 -0.1661
15 H -3.3044 -0.9574 0.0406
16 H -3.0343 1.1683 -2.1421
17 H -3.2171 -0.6155 -2.3156
18 H -1.1947 0.4240 -3.7567
19 H -1.1738 -1.3122 -3.3524
20 H 1.0529 0.7567 -3.0680
21 H 1.1072 -0.9294 -3.7407
22 H 3.1065 -0.2464 -1.7837
23 H 2.6559 -1.9893 -2.0743
24 H 2.6457 -1.3704 -0.4423
25 O 0.9785 -0.4707 1.9450
26 N 1.0898 -1.6042 2.5917
27 N 0.4986 -2.5351 1.8716
28 O -0.1314 -2.1966 0.7554
29 C 0.6172 -3.8906 2.2361
30 C 1.3913 -4.3486 3.3156
31 C 1.5191 -5.7392 3.4279
32 C 0.9062 -6.5836 2.5195
33 C 0.1574 -6.1278 1.4486
34 C -0.0302 -4.7638 1.3619
35 H 1.8703 -3.7050 4.0228
36 H 2.1251 -6.1749 4.2362
37 H 1.0100 -7.6592 2.6536
38 H -0.3293 -6.8286 0.7808
39 H -0.6550 -4.3411 0.5861
40 Br 2.9716 7.1494 -2.6455
41 C 1.7618 6.4769 -1.4592
42 C 0.8265 7.3308 -0.8515
43 N -0.0761 6.8681 -0.0052
44 C -0.2033 5.5930 0.3207
45 C 0.5760 4.6095 -0.3172
46 C 1.5951 5.1260 -1.1454
47 C 0.4432 3.0908 -0.0608
48 O -0.3531 2.6227 0.8371
49 O 1.1188 2.2211 -0.7445
50 H 0.7543 8.3919 -1.0893
51 H -0.9553 5.3133 1.0673
52 H 2.2891 4.4174 -1.5551

Record 4
A cluster of 3 separate species, C4H8FNO2 in total, computed with ωB97M-V/def2-TZVPD.

The energy above the lowest of the compared OMol25 structures with the same formula, charge and spin comes out at 1.075 eV. The orbital gap is 10.451 eV. The SMILES is [H]/N=C\C.O=C=O.CF. The calculation puts the LUMO energy at 0.489 eV. Its total charge is 0. For the HOMO energy, the calculation gives -9.96 eV. The total energy comes out at -12579.3392 eV.

Positions of all 16 atoms, in Å:
1 H 1.0801 0.3965 -1.7052
2 N 1.0428 -0.0021 -0.7856
3 C 0.4522 0.6867 0.0720
4 C -0.2254 1.9454 -0.1464
5 H 0.4599 0.2164 1.2067
6 H -1.3000 1.9600 0.0625
7 H 0.1462 2.8058 0.4246
8 H -0.1968 2.1555 -1.2110
9 O -4.1868 0.9725 -0.7890
10 C -4.4470 0.8599 0.3115
11 O -4.8172 0.6610 1.3808
12 C -1.2989 -2.0544 -1.2346
13 F -1.6939 -1.9656 0.0521
14 H -0.0937 -1.9807 -1.1742
15 H -1.4878 -1.1220 -1.8257
16 H -1.7594 -2.9316 -1.7361

Record 5
The ion C6H8NO with charge -1, computed with ωB97M-V/def2-TZVPD.

The energy above the lowest of the compared OMol25 structures with the same formula, charge and spin comes out at 3.118 eV. The orbital gap is 5.233 eV. The SMILES is C#C[C@H](N[O-])C1CC1. The calculation puts the LUMO energy at 3.874 eV. Its total charge is -1. For the HOMO energy, the calculation gives -1.36 eV. The total energy comes out at -9883.2527 eV.

Positions of all 16 atoms, in Å:
1 C -2.1575 -1.5605 1.0012
2 C -1.0628 -1.0403 0.9548
3 C -0.0315 0.1971 0.7865
4 N -0.4066 1.4971 1.3927
5 O -0.0645 1.5798 2.7200
6 C 0.1705 0.3713 -0.7169
7 C 1.5361 0.4815 -1.4072
8 C 0.7552 -0.7847 -1.3828
9 H -2.9711 -2.0498 1.3913
10 H 0.9211 -0.0653 1.1874
11 H -1.5147 1.5942 1.4356
12 H -0.7206 0.5246 -1.2990
13 H 2.2621 0.5500 -0.6193
14 H 1.6506 1.2620 -2.1262
15 H 0.2692 -0.9906 -2.3106
16 H 1.3646 -1.5666 -1.0075

Record 6
A cluster of 2 separate species, C4H4O3 in total, computed with ωB97M-V/def2-TZVPD.

The energy above the lowest of the compared OMol25 structures with the same formula, charge and spin comes out at 5.099 eV. The orbital gap (spin up / spin down) is 7.810 / 7.811 eV. The SMILES is O=C=C=O.C=CO. The calculation puts the LUMO energy (spin up / spin down) at -0.576 / -0.577 eV. Its total charge is 0. For the HOMO energy (spin up / spin down), the calculation gives -8.39 / -8.39 eV. The total energy comes out at -10350.1133 eV.

Positions of all 11 atoms, in Å:
1 O 1.5314 1.2086 1.3414
2 C 1.3172 0.2114 0.7625
3 C 1.4091 -1.2525 0.9852
4 O 2.0536 -2.2035 0.7898
5 C -1.3452 0.9509 -0.1393
6 C -0.4428 -0.0306 -0.3222
7 O -0.1472 -0.5505 -1.5604
8 H -1.7837 1.4846 -0.9750
9 H -1.4880 1.3920 0.8391
10 H -0.3104 -0.9640 0.4919
11 H -0.7939 -0.2463 -2.2131

| no. | molecular weight (g/mol) |
| --- | --- |
| 1 | 99.169 |
| 2 | 104.154 |
| 3 | 634.792 |
| 4 | 121.111 |
| 5 | 110.136 |
| 6 | 100.073 |